Entry 1:
Computed, not measured: a single C5H7NO2 molecule, with ωB97M-V/def2-TZVPD.

Each line ends with the Mulliken charge.
CARTESIAN COORDINATES (ANGSTROEM)
1 C -3.16020 -0.28237 0.02801  -0.548
2 C 0.43214 -0.44728 0.03259  0.368
3 C 1.06098 0.87998 0.11016  -0.076
4 C 2.49006 0.65120 -0.07231  -0.411
5 C 2.56062 -0.69975 0.05727  -0.286
6 H -3.93082 0.57523 0.34611  0.226
7 H -3.59683 -0.87163 -0.68036  0.329
8 H -3.11341 -0.98230 0.97342  0.254
9 H 0.66726 1.43969 1.11249  0.246
10 H 0.97474 1.58709 -0.72483  0.202
11 H 3.47438 1.16181 -0.39723  0.278
12 H 3.35818 -1.27353 -0.33930  0.374
13 N -0.89909 -0.64449 -0.03232  -0.480
14 O -1.78786 0.30225 -0.33293  -0.134
15 O 1.46984 -1.39591 -0.08077  -0.343

Forces on atoms 1 to 2 (eV/Å):
C 0.563 2.371 4.683
C -5.053 1.429 -1.313

Calculated values
orbital gap	0.3352	hartree
energy relative to the best compared isomer or geometry (same formula, charge and spin)	5.948	eV
E	-399.74700	Eh

Entry 2:
Computed, not measured: a single C5H7NO2 molecule, with ωB97M-V/def2-TZVPD.

Each line ends with the Mulliken charge.
CARTESIAN COORDINATES (ANGSTROEM)
1 C -0.23688 -2.15003 1.32931  -0.862
2 C -0.55857 0.02877 0.38085  0.313
3 C 0.96257 1.12112 -0.89907  -0.364
4 C -0.22983 0.53772 -1.06327  0.294
5 C -1.20703 1.11814 -1.82329  -0.720
6 H 0.66218 -2.01708 1.68199  0.424
7 H -0.61091 -1.72370 2.44318  0.264
8 H -0.36017 -3.32726 1.50567  0.275
9 H -1.45799 0.25467 1.11011  0.395
10 H 1.63751 1.76154 -1.56260  0.345
11 H -2.33188 1.11333 -1.62999  0.262
12 H -0.94697 1.46122 -2.94993  0.220
13 N 1.45691 0.98767 0.26386  -0.369
14 O -0.62308 -1.32402 0.20674  -0.296
15 O 0.72662 0.27767 1.04419  -0.183

Forces on atoms 1 to 2 (eV/Å):
C -4.994 -0.641 3.464
C 0.342 -1.367 0.940

Calculated values
orbital gap	0.3247	hartree
energy relative to the best compared isomer or geometry (same formula, charge and spin)	6.602	eV
E	-399.72296	Eh

Entry 3:
Computed, not measured: a single C5H7NO2 molecule, with ωB97M-V/def2-TZVPD.

Each line ends with the Mulliken charge.
CARTESIAN COORDINATES (ANGSTROEM)
1 C 1.82153 0.22086 0.72182  -1.307
2 C -0.47058 -1.48258 -0.19618  -1.365
3 N -1.54038 0.61421 -1.15937  -0.577
4 C -1.78967 0.75588 0.13533  0.038
5 C 0.70377 0.84326 -0.06600  0.721
6 C -0.52826 0.02631 -0.22792  1.231
7 O 0.76009 1.95535 -0.54679  -0.599
8 O -2.52043 1.11186 0.99306  -0.519
9 H -1.32240 1.33852 -1.82660  0.311
10 H 2.62587 0.94116 0.84255  0.344
11 H 1.45710 -0.09166 1.69765  0.354
12 H 2.19688 -0.65662 0.19972  0.330
13 H -0.18552 -1.83224 0.79324  0.317
14 H 0.24396 -1.85963 -0.92615  0.302
15 H -1.45198 -1.88469 -0.43436  0.418

Forces on atoms 1 to 2 (eV/Å):
C 0.106 0.328 -0.063
C 0.087 0.217 -0.058

Calculated values
orbital gap	0.3798	hartree
energy relative to the best compared isomer or geometry (same formula, charge and spin)	1.362	eV
E	-399.91553	Eh

Entry 4:
Computed, not measured: a single C5H7NO2 molecule, with ωB97M-V/def2-TZVPD.

Each line ends with the Mulliken charge.
CARTESIAN COORDINATES (ANGSTROEM)
1 C -1.42260 -0.99188 1.00250  0.312
2 C -0.34467 -0.14414 0.41234  0.415
3 C 0.97687 -0.03491 0.81464  -0.244
4 C 1.73826 0.80594 -0.13974  -0.474
5 C -0.43667 0.64966 -0.81159  -0.968
6 H -2.87608 -1.93558 0.38266  0.404
7 H 1.23915 -0.77266 1.63993  0.373
8 H 2.65087 0.46297 -0.57520  0.382
9 H 1.98198 1.62342 0.60500  0.188
10 H 0.89852 0.51358 -2.03064  0.240
11 H -0.93558 1.48476 -0.84463  0.398
12 H -0.71020 -0.12094 -1.52028  0.334
13 N 0.92632 1.00225 -1.33981  -0.359
14 O -2.52010 -0.92642 0.41115  -0.440
15 O -1.16605 -1.61608 1.99366  -0.562

Forces on atoms 1 to 2 (eV/Å):
C 6.013 1.606 2.404
C 3.208 1.445 1.268

Calculated values
orbital gap	0.3413	hartree
energy relative to the best compared isomer or geometry (same formula, charge and spin)	3.947	eV
E	-399.82051	Eh

Entry 5:
Computed, not measured: a single C5H7NO2 molecule, with ωB97M-V/def2-TZVPD.

Each line ends with the Mulliken charge.
CARTESIAN COORDINATES (ANGSTROEM)
1 C 1.65266 1.29796 -0.62560  -1.293
2 N -1.29654 -0.64882 0.79617  -0.070
3 C 0.34593 0.98614 0.04421  0.863
4 C 0.02711 -0.45048 0.31805  0.332
5 C -2.35662 -0.38311 -0.00171  0.010
6 C 0.84834 -1.48426 0.16061  -0.915
7 O -0.43418 1.84663 0.37834  -0.563
8 O -2.29229 -0.18526 -1.18521  -0.526
9 H -1.43646 -0.79402 1.78987  0.226
10 H -3.31995 -0.44601 0.54748  0.348
11 H 1.84024 2.36120 -0.56247  0.338
12 H 2.47879 0.75169 -0.18765  0.372
13 H 1.56524 1.02273 -1.67482  0.315
14 H 0.51891 -2.48255 0.39792  0.315
15 H 1.85882 -1.39184 -0.19519  0.246

Forces on atoms 1 to 2 (eV/Å):
C -0.188 0.118 -0.144
N 0.377 -0.301 0.586

Calculated values
orbital gap	0.3708	hartree
energy relative to the best compared isomer or geometry (same formula, charge and spin)	0.609	eV
E	-399.94317	Eh

Entry 6:
Computed, not measured: 2 unconnected molecules or ions with the total composition C5H7NO2, with ωB97M-V/def2-TZVPD.

Each line ends with the Mulliken charge.
CARTESIAN COORDINATES (ANGSTROEM)
1 C 1.68530 -1.11978 -0.01720  -0.884
2 C -0.93551 -0.92447 -0.21182  -0.283
3 C -1.68748 0.24618 -0.09535  0.537
4 C -0.88683 1.47402 -0.01886  -0.712
5 C 0.43593 0.85330 0.04490  0.019
6 H 2.07282 -0.96185 1.07219  0.318
7 H 2.41903 -0.84202 -0.91475  0.261
8 H 1.73688 -2.20007 -0.13552  0.365
9 H -1.38585 -2.05600 -0.09663  0.268
10 H -3.48209 0.82630 0.33453  0.342
11 H -1.34267 2.41456 -0.06431  0.435
12 H 2.53487 1.20685 0.81232  0.299
13 N 0.32004 -0.52716 -0.22362  0.134
14 O -3.05976 -0.01152 -0.13858  -0.543
15 O 1.57531 1.62164 -0.34729  -0.558

Forces on atoms 1 to 2 (eV/Å):
C 0.868 -0.927 -0.930
C -3.141 -1.979 0.859

Calculated values
orbital gap	0.2471	hartree
energy relative to the best compared isomer or geometry (same formula, charge and spin)	6.177	eV
E	-399.73856	Eh

Entry 7:
Computed, not measured: a single C5H7NO3 molecule, with ωB97M-V/def2-TZVPD.

Each line ends with the Mulliken charge.
CARTESIAN COORDINATES (ANGSTROEM)
1 C -0.61413 -0.57057 0.50239  -0.450
2 C -1.88771 0.23908 0.59339  0.354
3 C 1.53791 -0.17357 -0.88198  0.311
4 C 0.52843 0.33903 0.09867  0.550
5 N 1.70523 -1.52201 -0.89781  -0.361
6 C 0.68230 1.56758 0.57654  -0.988
7 O -2.59940 0.15047 -0.53331  -0.462
8 O -2.23313 0.90079 1.53287  -0.546
9 O 2.16458 0.55764 -1.61616  -0.619
10 H -3.39105 0.70938 -0.48752  0.348
11 H 2.43147 -1.88955 -1.49028  0.240
12 H 1.33766 -2.11652 -0.17738  0.199
13 H -0.76258 -1.35113 -0.24297  0.392
14 H -0.41223 -1.00956 1.48208  0.359
15 H 1.51101 2.17208 0.24985  0.337
16 H 0.00163 1.99688 1.29161  0.337

Forces on atoms 1 to 2 (eV/Å):
C -0.181 0.129 0.064
C -0.014 -0.077 0.273

Calculated values
orbital gap	0.3847	hartree
energy relative to the best compared isomer or geometry (same formula, charge and spin)	0.705	eV
E	-475.22308	Eh

Entry 8:
Computed, not measured: a single C5H7NO3 molecule, with ωB97M-V/def2-TZVPD.

Each line ends with the Mulliken charge.
CARTESIAN COORDINATES (ANGSTROEM)
1 C -0.18281 -0.72183 0.15575  -0.107
2 C 0.17837 0.43094 -0.58668  -0.093
3 C 0.49360 -0.91662 -1.17461  -0.760
4 C -1.33225 1.02283 -1.38188  0.366
5 C 1.07662 -0.88884 1.39904  0.344
6 N 1.25832 0.17059 2.22033  -0.352
7 O -2.40546 1.13600 -0.56258  -0.444
8 O -1.38068 1.37805 -2.53958  -0.538
9 O 1.62947 -1.95673 1.55146  -0.589
10 H -3.11863 1.53640 -1.10318  0.353
11 H -1.13181 -1.08254 0.52491  0.365
12 H 0.81920 1.27987 -0.40714  0.518
13 H 0.80686 1.05719 2.06965  0.220
14 H 1.86923 0.06801 3.02230  0.247
15 H 1.52439 -1.25697 -1.17479  0.233
16 H -0.10441 -1.25632 -2.01301  0.237

Forces on atoms 1 to 2 (eV/Å):
C 4.336 -1.417 4.217
C -5.001 2.417 -3.734

Calculated values
orbital gap	0.3601	hartree
energy relative to the best compared isomer or geometry (same formula, charge and spin)	2.897	eV
E	-475.14254	Eh